{"formula": "C22H28N4O", "method": "the ωB97M-V functional and the def2-TZVPD basis", "symbols": ["C", "C", "C", "C", "C", "C", "C", "C", "H", "H", "H", "C", "N", "C", "O", "N", "C", "H", "H", "C", "N", "C", "N", "C", "C", "C", "C", "H", "H", "H", "H", "C", "H", "H", "C", "H", "H", "H", "H", "H", "C", "H", "H", "H", "C", "H", "H", "H", "H", "C", "H", "H", "H", "H", "H"], "xyz": [[3.02, 3.01, -1.95], [3.32, 2.92, -0.66], [3.67, 1.64, -0.03], [3.02, 0.47, -0.41], [3.33, -0.75, 0.17], [4.33, -0.81, 1.13], [4.99, 0.35, 1.51], [4.66, 1.56, 0.94], [5.19, 2.45, 1.25], [5.76, 0.30, 2.26], [4.59, -1.74, 1.60], [2.58, -1.99, -0.32], [1.16, -1.65, -0.45], [0.45, -1.20, 0.63], [0.97, -0.88, 1.68], [-0.92, -1.13, 0.45], [-1.68, -0.40, 1.45], [-2.30, -1.10, 2.03], [-0.96, 0.07, 2.13], [-2.56, 0.64, 0.78], [-3.54, -0.04, -0.06], [-4.86, 0.27, 0.04], [-5.15, 1.39, 0.72], [-6.41, 1.77, 0.82], [-7.47, 1.08, 0.27], [-7.18, -0.09, -0.43], [-5.87, -0.50, -0.55], [-5.65, -1.41, -1.08], [-7.98, -0.67, -0.87], [-8.48, 1.43, 0.38], [-6.56, 2.68, 1.39], [-3.10, -1.28, -0.66], [-3.54, -1.38, -1.65], [-3.40, -2.14, -0.05], [-1.58, -1.30, -0.82], [-1.31, -2.27, -1.26], [-1.28, -0.51, -1.53], [-1.95, 1.31, 0.17], [-3.11, 1.23, 1.51], [0.68, -2.11, -1.20], [3.10, -2.34, -1.71], [2.60, -3.24, -2.09], [2.93, -1.52, -2.41], [4.17, -2.53, -1.67], [2.73, -3.20, 0.61], [2.08, -4.00, 0.27], [3.75, -3.56, 0.62], [2.43, -2.92, 1.62], [2.23, 0.53, -1.14], [3.32, 4.13, 0.22], [2.81, 4.96, -0.26], [4.34, 4.45, 0.43], [2.84, 3.91, 1.17], [3.05, 2.15, -2.61], [2.75, 3.95, -2.41]], "nbo_charge": [-0.40, -0.01, 0.02, -0.23, 0.01, -0.21, -0.20, -0.23, 0.21, 0.21, 0.21, 0.12, -0.66, 0.80, -0.66, -0.46, -0.23, 0.19, 0.26, -0.23, -0.42, 0.40, -0.49, 0.07, -0.32, -0.14, -0.32, 0.21, 0.21, 0.22, 0.19, -0.20, 0.21, 0.19, -0.22, 0.20, 0.19, 0.19, 0.26, 0.39, -0.60, 0.20, 0.22, 0.23, -0.63, 0.21, 0.21, 0.24, 0.22, -0.64, 0.22, 0.22, 0.22, 0.19, 0.19], "total_charge": 0, "lumo_ha": 0.01821}


{"formula": "C13H19ClHgOSi", "method": "the ωB97M-V functional and the def2-TZVPD basis", "symbols": ["C", "C", "C", "H", "C", "C", "H", "H", "H", "H", "Hg", "Cl", "C", "C", "C", "H", "C", "C", "H", "H", "H", "H", "C", "Si", "C", "C", "O", "H", "H", "H", "H", "H", "H", "H", "H", "H"], "xyz": [[-0.73, -0.51, -2.37], [-1.75, -1.14, -1.55], [-1.15, -2.20, -0.84], [-2.82, -0.86, -1.54], [0.21, -2.30, -1.23], [0.51, -1.28, -2.16], [1.42, -1.17, -2.73], [-0.90, 0.23, -3.14], [-1.68, -2.90, -0.17], [0.90, -3.11, -0.90], [0.22, 0.94, -0.80], [-1.26, 2.78, -1.10], [0.15, 1.11, 2.29], [0.69, -0.18, 2.52], [-0.36, -1.11, 2.44], [1.73, -0.41, 2.77], [-1.57, -0.41, 2.16], [-1.26, 0.97, 2.06], [-1.97, 1.78, 1.87], [0.70, 2.06, 2.31], [-0.29, -2.22, 2.59], [-2.59, -0.88, 2.07], [2.16, 4.26, -0.17], [2.65, 2.68, -1.14], [2.25, 2.97, -3.00], [4.48, 2.14, -0.82], [2.38, 1.22, -0.47], [2.85, 5.07, -0.46], [2.27, 4.08, 0.91], [1.12, 4.59, -0.38], [2.94, 3.74, -3.40], [2.42, 2.03, -3.57], [1.21, 3.30, -3.18], [4.48, 1.91, 0.25], [4.55, 1.18, -1.34], [5.27, 2.80, -1.10]], "nbo_charge": [-0.54, -0.33, -0.30, 0.20, -0.34, -0.38, 0.21, 0.22, 0.20, 0.19, 1.51, -0.82, -0.40, -0.36, -0.36, 0.18, -0.37, -0.38, 0.20, 0.19, 0.17, 0.17, -1.15, 1.85, -1.15, -1.11, -1.32, 0.20, 0.24, 0.25, 0.21, 0.23, 0.25, 0.23, 0.23, 0.17], "total_charge": -2, "lumo_ha": 0.20171}


{"formula": "C10H16", "method": "the ωB97M-V functional and the def2-TZVPD basis", "symbols": ["C", "C", "H", "H", "H", "H", "H", "H", "C", "C", "C", "C", "C", "C", "C", "C", "H", "H", "H", "H", "H", "H", "H", "H", "H", "H"], "xyz": [[1.99, 1.02, -2.51], [3.10, 0.20, -1.86], [1.75, 2.02, -2.14], [2.25, 1.22, -3.56], [1.11, 0.39, -2.43], [3.46, -0.67, -2.40], [2.81, -0.15, -0.86], [3.92, 0.87, -1.57], [0.15, -1.51, 0.86], [1.18, -0.84, 1.83], [-1.12, -0.70, 0.77], [-2.37, -1.14, 1.13], [-0.96, 0.63, 0.33], [-3.46, -0.26, 1.12], [-2.10, 1.42, 0.11], [-3.33, 1.01, 0.58], [0.58, -1.49, -0.16], [-0.03, -2.57, 1.10], [0.60, -0.15, 2.45], [-2.56, -2.07, 1.66], [-0.03, 1.07, 0.00], [-4.43, -0.57, 1.50], [-1.82, 2.38, -0.30], [-4.20, 1.63, 0.80], [1.71, -0.18, 1.17], [1.79, -1.54, 2.38]], "nbo_charge": [-0.62, -0.61, 0.21, 0.21, 0.20, 0.21, 0.20, 0.20, -0.42, -0.61, -0.01, -0.22, -0.22, -0.19, -0.20, -0.24, 0.21, 0.21, 0.21, 0.21, 0.21, 0.21, 0.21, 0.22, 0.20, 0.22], "total_charge": 0, "lumo_ha": 0.03724}